Entry 1:
C33H29NO7P2RuS4 | ωB97M-V/def2-TZVPD

Each line ends with the Mulliken spin population.
Atoms and positions in Å:
H -2.68670 4.15194 -4.40644  0.00
H 1.84230 -4.25316 -2.69704  0.00
H 0.66100 -6.39846 1.05486  0.00
C -2.09280 3.14214 1.23416  0.01
C -2.25350 3.38454 -5.02744  0.00
H -3.80580 4.40834 1.44266  0.00
C -2.54850 0.83964 0.70026  0.01
C 2.17490 -4.96186 0.56226  0.00
H 2.92390 -5.71426 0.36016  0.00
H 1.66400 3.42454 5.36876  0.00
H -0.48890 -2.27746 1.27606  -0.01
C 2.68740 -1.04846 4.61196  0.00
H 1.52360 3.32314 2.88966  0.00
C 2.28340 -1.40656 3.33976  0.00
C -3.45010 3.40774 1.23576  0.00
H -0.61100 0.58494 -7.05644  0.00
S 3.13660 -0.32176 -0.82454  0.15
O -1.80630 1.52784 -1.88904  0.05
C 0.90640 -5.34796 0.96636  0.00
O -1.04320 -0.49866 -3.34904  0.05
C -0.25990 0.66554 5.04336  0.01
H -1.70990 -3.66236 -2.85694  0.00
C 2.60270 -0.59026 2.25916  0.01
H 3.60260 1.17354 1.59466  0.00
Ru 0.35220 0.46464 -1.62034  4.02
H 3.46710 -3.30306 0.08076  0.00
C 1.52390 -2.66116 0.69186  -0.03
C 3.35100 0.56584 2.45646  0.00
H -3.03220 4.12034 -6.87604  0.00
H -1.03930 -4.68496 1.57036  0.00
H -5.41470 2.59984 0.97006  0.00
S -1.19160 2.62994 -2.63684  -0.05
C 0.76290 -4.30616 -2.78334  0.01
H 2.44020 -1.68056 5.45376  0.00
C 0.46380 1.67694 5.65646  0.00
C 3.40040 0.12214 4.81556  0.01
C -1.50270 2.40634 -4.39674  0.02
H 0.54260 1.70724 6.73446  0.00
C -1.80550 2.37924 -7.15414  0.00
C -1.07140 1.39324 -6.51434  0.00
C 0.30100 1.57894 2.89636  -0.02
C 2.48850 -3.61996 0.41936  -0.01
H 4.32010 1.82034 3.88826  0.00
O 0.26640 2.60144 -2.53844  0.06
C -0.92130 1.39934 -5.13644  0.00
C 1.02340 2.59084 3.50926  0.01
C 0.25230 -3.04696 1.09686  0.06
H 0.49510 -4.46606 -3.82464  0.00
H 1.72200 -2.31846 3.18376  -0.01
S 1.28100 2.90454 0.27996  0.15
H -2.17040 -0.14566 0.46246  -0.01
C -2.42360 3.36534 -6.40044  0.00
O 0.04980 -0.97576 -5.45524  0.01
C 0.28150 -0.15266 0.48116  0.41
P 1.87630 -0.87046 0.60336  0.04
H -1.60450 -2.07156 -2.21574  -0.01
C -1.64400 1.85694 0.96536  -0.03
P 0.13970 1.49224 1.06586  -0.04
H -0.75380 -0.08586 5.64526  0.00
C -0.34210 0.61864 3.66526  0.05
O 1.17540 0.37934 -3.78754  0.06
O -1.78980 3.90704 -2.31864  0.01
O 0.81240 -2.09816 -1.85714  0.03
C -0.05260 -4.38636 1.24396  0.02
N -1.20730 -3.00496 -2.28174  0.00
C 0.14070 -3.01806 -2.29254  -0.01
C 1.09830 2.63864 4.88916  0.00
C -4.35330 2.39054 0.97536  0.00
C 3.74700 0.91704 3.73346  0.00
C -3.90240 1.10784 0.70796  0.00
S -0.09920 -0.02086 -4.37364  -0.02
H -0.90080 -0.16246 3.16636  -0.02
H -1.37200 3.92674 1.42536  0.00
H -1.90850 2.37274 -8.23124  0.00
H 0.39720 -5.13946 -2.18814  0.00
H -4.60800 0.31544 0.50016  0.00
H 3.68680 0.41764 5.81636  0.00

DFT total energy: -4226.79703 a.u.
HOMO energy (alpha / beta): -0.171 / -0.193 hartree
Kohn-Sham gap (alpha / beta): 7.15 / 6.54 eV
2S+1: 6
Relative energy (zero: lowest compared OMol25 entry of this formula, charge and spin): 1.533 eV
Net charge: -1

=====

Entry 2:
C4H12 | ωB97M-V/def2-TZVPD

Each line ends with the Löwdin charge.
Atoms and positions in Å:
H -3.47777 -4.22182 1.51505  0.05
H -4.43161 -4.09550 0.40033  0.06
C 3.15492 5.40793 -0.76172  -0.19
H 3.83342 6.13905 -1.23066  0.06
C -2.79690 -5.28908 -0.32916  -0.17
H 2.27798 6.05313 -0.77537  0.05
H 4.31090 5.29554 0.99034  0.05
H 2.82101 4.46169 1.21562  0.06
C 3.61221 4.66284 0.49108  -0.16
H -4.44216 -5.72962 1.04900  0.05
H -3.12752 -6.24932 -0.77071  0.07
H 3.88523 3.68408 0.10510  0.06
H -2.90505 -4.58488 -1.20831  0.08
C -3.79738 -4.92878 0.76596  -0.19
H 2.86453 4.64652 -1.51219  0.06
H -1.78181 -5.25175 0.05563  0.05

DFT total energy: -159.54306 a.u.
HOMO energy: -0.406 hartree
Kohn-Sham gap: 12.37 eV
Relative energy (zero: lowest compared OMol25 entry of this formula, charge and spin): 1.140 eV

=====

Entry 3:
C12H20Cl2O3Pd | ωB97M-V/def2-TZVPD

Each line ends with the Mulliken spin population.
Atoms and positions in Å:
C -1.22533 2.12653 -2.63355  0.12
H -2.10280 -2.93501 -1.08498  0.48
O 2.17772 3.56912 -0.52685  0.17
H -0.42914 2.84003 -2.41242  -0.03
H 2.60532 0.64670 -1.83572  0.02
H 1.50704 -2.80357 -1.22430  -0.04
H -3.50830 -1.11900 -1.51981  0.00
C -1.31019 -2.90942 -1.84658  0.71
H 0.05918 -2.49929 3.69466  0.00
H -0.49693 -3.56699 -1.53311  -0.18
C -0.81244 -1.53719 -2.05372  -0.02
H -1.53314 2.25303 -3.68285  -0.24
C 1.73058 -1.98834 -1.92034  0.28
H 2.91417 3.50450 0.10710  0.04
Pd 0.57180 0.41421 1.13778  0.19
H -3.49789 0.61052 -1.95065  0.01
C -3.10431 -0.37650 -2.22555  1.41
H -2.09108 2.36459 -2.00047  0.06
C 1.80507 1.08082 -2.45144  -0.26
C 0.54908 -1.12446 -2.07230  1.50
C -0.77265 0.74766 -2.38009  0.95
H 2.04284 -2.42781 -2.89004  -0.37
C -1.62678 -0.38425 -2.21516  -0.94
H 2.56084 -1.41092 -1.50217  0.03
C 0.21342 -1.40495 1.89174  0.04
O 0.24052 -2.31887 1.09972  -0.19
H 1.66858 2.10971 -2.08972  0.14
O 2.46023 0.05181 0.62773  -0.03
H -3.47760 -0.62746 -3.23232  -0.65
H -1.72817 -3.30441 -2.78306  -0.89
C 0.57782 0.28575 -2.31457  1.17
C -0.05494 -1.45988 3.35998  0.05
Cl -1.72706 0.42701 1.23369  -0.06
Cl 0.87607 2.69884 0.30505  0.67
H 0.62770 -0.78672 3.88935  -0.01
H -1.07906 -1.10880 3.55362  0.01
H 2.14286 1.10225 -3.50574  -0.14
H 2.74847 -0.61732 1.27258  0.01

DFT total energy: -1742.99911 a.u.
HOMO energy (alpha / beta): 0.109 / -0.045 hartree
Kohn-Sham gap (alpha / beta): 2.63 / 4.85 eV
2S+1: 5
Net charge: -2

=====

Entry 4:
C27H42Cl3N4O3SScSi | ωB97M-V/def2-TZVPD

Each line ends with the Löwdin charge.
Atoms and positions in Å:
H 3.44115 -0.45381 -1.37021  0.00
H 3.58797 2.46542 0.36050  0.02
C 3.37870 1.25085 -3.60399  -0.09
Cl -1.04256 -1.87931 -2.06601  0.11
C -2.09309 -4.33367 4.87418  -0.09
H 2.98371 -0.60606 0.33318  0.01
O -0.73066 -1.95151 1.13563  -0.17
C -1.79435 3.76720 1.11618  -0.02
N 0.86969 -3.53124 1.51649  -0.14
C 1.36522 -2.84024 2.70082  0.00
C 1.11097 2.58425 -4.96443  -0.13
C 5.09327 -0.37128 -4.18177  -0.10
C 4.09255 -1.33455 -4.36039  -0.09
H -1.62670 1.88576 -5.01408  0.09
C 2.74783 -1.01191 -4.13065  -0.03
H -2.30474 -4.36760 7.02177  0.10
C 1.04874 1.04944 0.99778  -0.20
H -4.12141 3.27012 3.31495  0.09
H -5.69144 0.66616 2.54953  0.10
H 2.28809 -5.03784 1.76336  0.09
C 0.36320 1.78953 -4.17249  -0.26
H -2.08609 -4.06298 2.70867  0.11
H -0.70612 3.81136 1.26565  0.08
Cl -4.03328 -0.94851 -0.61878  0.09
H 1.87953 -1.15071 -0.94791  0.00
H 0.99325 -5.40679 0.58377  0.10
H -4.84212 -0.04759 1.16754  -0.02
H -2.65561 1.00145 2.89320  0.13
H 0.79472 -0.01197 1.15162  -0.01
H -0.50011 -3.66841 -0.00568  0.12
H 2.13318 2.31963 -5.23595  0.10
H -2.92588 4.59294 3.20654  0.09
C -3.63401 -2.02217 4.95857  -0.47
H -2.57683 3.16067 4.21567  0.10
Si 1.66915 1.38818 -0.79338  -0.01
H 0.11011 4.49517 -4.92454  0.08
S -4.63549 -0.60192 4.72971  1.06
H 0.19393 1.68403 1.26928  -0.02
H 2.29834 -4.28792 0.14135  0.11
C 3.45328 2.16693 -0.69177  -0.27
H 1.94715 -1.75279 -4.22574  0.11
H 3.54947 3.07570 -1.30526  -0.01
H 1.89115 1.28949 1.67077  0.04
H 0.33271 -0.29247 -3.74909  0.09
H 5.48858 1.70565 -3.69177  0.11
C 0.90132 0.57910 -3.39639  -0.30
N -4.88043 0.18390 2.17582  0.06
Sc -1.76753 -0.73089 -0.14306  0.55
C -1.10578 2.00744 -4.04841  -0.06
H 2.13650 -3.48299 3.13552  0.09
C -0.16195 -3.06383 0.84031  -0.27
H 4.27921 1.49712 -0.94968  0.01
N -3.49769 -1.69963 2.63095  0.09
H 4.36561 -2.33838 -4.69636  0.10
H 1.80080 -1.86464 2.43668  0.10
H -3.75028 -2.27598 7.07397  0.11
H -1.29893 3.03187 -3.70570  0.08
C -2.55687 -3.83661 6.10383  -0.09
H -1.50954 -5.25303 4.83545  0.10
C -2.35802 1.57678 2.01022  -0.22
C 2.60555 -0.37612 -0.66952  -0.20
O -1.96546 1.00358 0.93106  -0.17
C -3.04857 3.50935 3.28492  -0.02
H -2.00130 3.45035 0.08730  0.10
H 1.45711 4.36025 -6.06926  0.07
C 0.61223 3.81967 -5.62988  -0.10
H -0.09886 3.60956 -6.44053  0.08
O 0.55408 0.63215 -1.97970  -0.36
N -2.41839 2.90178 2.11483  -0.14
H -1.50163 1.28537 -3.32597  0.07
C -4.33936 -0.75306 2.99576  -0.71
H 0.55215 -2.68857 3.42017  0.10
H 6.13529 -0.62863 -4.38175  0.10
C 4.73573 0.92254 -3.79848  -0.07
H 3.09734 2.27857 -3.36845  0.10
C 2.38311 0.27461 -3.69725  -0.18
C -2.38530 -3.67775 3.68114  -0.03
C 1.65976 -4.62994 0.96958  -0.01
Cl 0.95262 3.33819 -1.16827  0.34
C -3.14469 -2.49660 3.70928  -0.30
H -2.19792 4.76537 1.28934  0.09
C -3.34508 -2.67756 6.14968  -0.10

DFT total energy: -4327.98295 a.u.
HOMO energy: -0.241 hartree
Kohn-Sham gap: 6.47 eV
Relative energy (zero: lowest compared OMol25 entry of this formula, charge and spin): 3.058 eV

=====

Entry 5:
C30H47BrN4OP2Zn | ωB97M-V/def2-TZVPD

Each line ends with the Löwdin charge.
Atoms and positions in Å:
H 4.69047 3.92132 -1.46261  0.09
C -3.20046 2.18877 -0.58900  -0.16
H -6.39445 -2.33134 1.88233  0.12
H -1.09944 -0.47066 -3.30421  0.03
H 4.60968 2.88440 -2.89551  0.06
P -0.48060 -1.64029 -0.68369  0.95
C 3.59222 2.12982 -1.11162  -0.46
H 4.42898 -0.29148 -4.59734  0.08
H -5.66548 -0.40226 0.49015  0.11
H 3.88836 -1.57382 -2.14428  0.09
H -2.51640 3.36874 1.08942  0.12
H -2.35169 -2.11079 1.88149  0.06
C 2.56094 0.22807 -3.57573  -0.41
H -0.69524 -3.37073 -2.32709  0.10
H 2.27931 -0.83694 -3.66260  0.08
C -1.38422 -0.03396 4.32619  0.01
C 5.61471 -0.34909 -1.71177  -0.12
H -2.32499 -1.74255 -3.23537  0.08
H 3.44782 0.07471 0.84334  0.06
H 3.81922 1.95730 -0.04778  0.05
H -0.13658 3.46920 0.29611  0.13
H 2.70752 2.80357 -1.10700  -0.05
H -1.01236 -1.84684 -4.41213  0.09
N 3.34428 0.73977 1.61025  0.15
C -0.89300 2.86734 -0.21719  -0.12
H 2.49358 -2.35749 0.33339  0.04
H -1.23152 1.49350 -3.31071  0.10
C -2.59167 -2.69302 0.98467  -0.13
H -2.70704 -0.90262 -0.21438  0.06
C -4.64105 0.63200 3.58888  -0.02
N -5.59170 -1.56719 3.65954  0.09
H -2.03427 0.84373 4.37116  0.09
C 2.17448 0.75225 3.70914  0.02
H 0.87444 0.42999 5.43840  0.15
C -0.48592 2.04599 -1.33627  -0.63
H 6.22532 -1.25477 -1.63351  0.09
H 5.71565 2.47892 -1.53708  0.07
H -0.19489 -3.83327 0.27702  0.09
C -4.42806 1.84789 0.04871  -0.02
C -2.20402 2.88089 0.16433  -0.03
H 2.18311 -4.08568 0.36260  0.09
C 0.38562 -2.90215 0.33238  -0.39
C 2.17040 0.71809 2.31173  -0.33
H -1.15418 -0.34614 5.34277  0.11
O -1.24575 0.33611 1.66356  0.00
H -5.23609 1.46930 -0.59548  0.14
H 4.19031 0.83869 2.16704  0.13
H 3.10996 0.90284 4.23590  0.13
H -2.70939 -2.39896 -1.16251  0.08
N 1.02307 0.63801 1.61580  0.12
N -0.13245 0.26346 3.64599  -0.03
Zn 0.59671 0.58920 -0.47069  0.50
H 3.29443 0.69555 -5.52124  0.09
C -1.25955 -1.54958 -3.38720  -0.13
C -2.26505 -1.90826 -0.28102  -0.36
C 4.72507 2.87305 -1.80299  -0.13
C -1.52637 1.68212 -2.27477  -0.15
H 1.98259 -3.19430 -1.14848  0.06
P 2.88382 0.53472 -1.77754  0.92
C -4.89133 0.71855 2.19780  -0.20
H 0.65997 -2.27101 -2.70598  0.06
C -4.51484 1.86890 1.43097  0.03
H -1.92683 -0.82937 3.80907  0.09
C 4.16074 -0.74119 -1.47825  -0.41
H 4.25178 1.45749 -4.23890  0.06
C -0.39406 -2.31437 -2.39578  -0.39
C -2.83855 1.68384 -1.87663  0.00
H 0.33730 -2.54552 1.37171  0.08
H -3.66703 -2.89769 1.01192  0.07
C 1.00544 0.50113 4.36451  0.03
H 5.78788 0.08277 -2.70444  0.07
C -5.49575 -0.39242 1.56459  0.00
C -5.86403 -1.49144 2.35164  -0.12
C -4.99098 -0.53366 4.26553  -0.12
H -2.07222 -3.65464 1.03874  0.07
H 1.68080 0.82979 -3.83689  0.01
H -4.79302 -0.65572 5.33906  0.12
H -4.20052 2.75407 1.99686  0.13
H 5.98386 0.34495 -0.94688  0.07
H -4.17275 1.45140 4.12198  0.11
H 4.04020 -1.12223 -0.45481  0.04
H -3.63349 1.28550 -2.51438  0.14
C 3.71451 0.54080 -4.51836  -0.13
C 1.83738 -3.13835 -0.06411  -0.13
Br 0.94254 3.04687 -2.54249  0.80
C -0.16517 0.43640 2.28003  -0.48

DFT total energy: -6501.12804 a.u.
HOMO energy (alpha / beta): -0.488 / -0.488 hartree
Kohn-Sham gap (alpha / beta): 6.18 / 6.17 eV
Net charge: +2

=====

Entry 6:
C8H2B2O18Pb3 | ωB97M-V/def2-TZVPD

Each line ends with the Löwdin charge.
Atoms and positions in Å:
H -16.90177 15.20785 14.23634  0.00
O -20.48618 10.31728 11.33499  0.35
Pb -16.95659 12.37632 15.94147  1.74
B -21.23732 11.33940 10.53043  -0.81
O -16.78388 14.28551 14.49363  -0.62
O -18.53851 10.34434 12.51463  -0.21
O -14.26109 9.17819 13.51761  -0.09
O -24.65889 11.16882 10.41442  0.24
O -18.45430 13.02916 11.69765  -0.08
C -9.83365 9.48916 16.80585  -0.36
O -16.68971 11.49747 13.62645  -0.73
Pb -16.10793 13.49046 12.35959  1.62
O -22.54363 11.55349 11.14849  0.23
O -12.22729 9.31578 14.36945  0.35
H -17.65908 11.64081 13.61602  -0.07
C -23.49890 11.19946 10.27105  -0.37
O -10.49383 10.87041 15.05815  0.23
O -8.37281 11.10792 15.65012  0.23
C -9.40134 10.57589 15.78245  -0.37
O -20.40896 12.60123 10.66076  0.34
O -11.15172 9.27087 16.60935  0.23
B -11.61705 10.05720 15.47039  -0.84
C -13.77931 10.61122 15.48291  -0.36
C -22.77099 10.77459 8.97864  -0.38
O -14.92360 10.97953 15.74048  -0.12
C -19.40513 12.32515 11.39298  -0.35
O -12.71244 10.92317 16.10567  0.32
O -21.46342 10.95199 9.16455  0.25
C -13.46134 9.62773 14.34025  -0.34
O -23.34271 10.47342 7.99921  0.24
O -9.14656 9.03133 17.63617  0.23
Pb -16.54730 9.32979 12.38356  1.83
C -19.43305 10.81906 11.80440  -0.33

DFT total energy: -2288.41986 a.u.
HOMO energy: -0.511 hartree
Kohn-Sham gap: 3.87 eV
Relative energy (zero: lowest compared OMol25 entry of this formula, charge and spin): 1.056 eV
Net charge: +2